{
  "formula": "C5H8O",
  "method": "the ωB97M-V functional and the def2-TZVPD basis",
  "species": ["C", "C", "C", "O", "C", "C", "H", "H", "H", "H", "H", "H", "H", "H"],
  "positions_angstrom": [[-0.418, -0.511, 0.832], [0.580, 1.616, 0.450], [0.916, -0.954, 0.186], [0.667, -0.778, -1.205], [-0.341, 0.221, -1.395], [-0.575, 0.771, 0.011], [-1.138, -1.291, 0.570], [-0.472, -0.328, 1.910], [0.553, 1.554, 1.562], [1.129, -2.003, 0.386], [1.826, -0.381, 0.463], [-1.238, -0.258, -1.815], [0.018, 0.988, -2.085], [-1.507, 1.353, 0.131]],
  "gap_ev": [8.43, 8.37],
  "energy_ev": -7357.2629,
  "de_lowest_ev": 4.992,
  "e_homo_ha": [-0.326, -0.325]
}